17
Properties=species:S:1:pos:R:3 method="wB97M-V/def2-TZVPD" smiles="CC1C=C1.C=C=C" gap_ev=10.4 e_lumo_ev=1.135 total_energy_ev=-7416.53565
C -1.388 0.189 1.277
C -1.793 -0.651 0.078
C -1.531 -0.217 -1.336
C -0.792 -1.188 -0.904
C 2.325 -0.639 0.564
C 2.025 0.459 -0.076
C 1.690 1.546 -0.717
H -2.198 0.867 1.573
H -1.159 -0.446 2.143
H -0.502 0.793 1.055
H -2.691 -1.252 0.267
H -1.806 0.458 -2.132
H 0.771 1.572 -1.298
H -0.004 -1.906 -1.072
H 2.924 -1.418 0.098
H 1.975 -0.808 1.579
H 2.304 2.442 -0.688